Entry 1:
The following is a quantum chemistry calculation of C21H24O6RhSSbSe as an isolated structure in a non-equilibrium geometry, from the Open Molecules 2025 dataset.

Highest occupied orbital energy   -0.82 eV
Spin multiplicity   1
Electronic energy   -120180.6432 eV
Net charge   -2
Orbital gap   5.4 eV

CARTESIAN COORDINATES (ANGSTROEM)
Rh 0.26 0.42 0.19
O -2.52 -2.73 -0.58
C -2.19 -1.61 -0.17
O -1.05 -1.34 0.33
C -3.27 -0.52 -0.15
C -4.58 -0.99 -0.25
C -5.68 -0.17 -0.18
C -5.47 1.20 -0.01
C -4.19 1.69 0.08
C -3.05 0.86 0.01
S -1.56 1.77 0.06
H -4.68 -2.06 -0.39
H -6.68 -0.57 -0.25
H -6.32 1.88 0.05
H -4.03 2.76 0.20
C 2.76 -0.50 4.04
C 1.81 0.68 4.08
Sb 0.13 0.50 2.74
C -0.98 2.18 3.53
C -0.36 3.53 3.17
C -1.04 -1.00 3.78
C -0.65 -2.44 3.46
H 3.65 -0.33 4.66
H 3.10 -0.67 3.02
H 2.28 -1.42 4.39
H 2.32 1.59 3.74
H 1.42 0.86 5.08
H -1.04 2.04 4.62
H -1.99 2.09 3.12
H 0.66 3.62 3.55
H -0.95 4.35 3.58
H -0.30 3.64 2.09
H -2.07 -0.81 3.47
H -0.97 -0.78 4.85
H -0.73 -2.62 2.39
H -1.29 -3.15 3.99
H 0.39 -2.65 3.76
O 1.65 0.55 -3.77
C 1.38 0.10 -2.65
O 0.41 0.43 -1.91
C 2.31 -0.98 -2.08
C 3.64 -0.98 -2.48
C 4.56 -1.89 -1.98
C 4.09 -2.81 -1.08
O 4.77 -3.84 -0.45
C 3.85 -4.34 0.51
O 2.55 -3.91 0.16
C 2.75 -2.84 -0.71
C 1.83 -1.94 -1.19
H 3.94 -0.22 -3.19
H 5.61 -1.88 -2.27
H 4.11 -3.94 1.50
H 3.88 -5.43 0.51
H 0.78 -2.01 -0.91
Se 2.07 1.87 0.54

These are the Mulliken partial charges, in e, on atoms 1 to 8: 0.12 -0.79 0.35 0.07 0.03 -0.67 -0.53 -0.42


Entry 2:
The following is a quantum chemistry calculation of C21H25BaN3O3 as an isolated structure in a non-equilibrium geometry, from the Open Molecules 2025 dataset.

Highest occupied orbital energy   -13.09 eV
Spin multiplicity   1
Electronic energy   -33478.0754 eV
Net charge   +2
Orbital gap   7.2 eV

CARTESIAN COORDINATES (ANGSTROEM)
C -3.11 0.06 -3.72
C -2.81 -1.21 -4.44
H -3.07 0.90 -4.42
H -4.16 0.03 -3.37
C -1.96 -2.14 -3.95
C -1.31 -1.99 -2.60
H -0.25 -1.72 -2.73
H -1.31 -2.96 -2.09
C -3.51 -1.37 -5.75
H -4.23 -0.56 -5.90
H -4.04 -2.32 -5.85
H -2.80 -1.31 -6.58
C -1.59 -3.39 -4.67
H -1.26 -3.20 -5.70
H -2.44 -4.08 -4.73
H -0.79 -3.92 -4.15
Ba 1.05 1.24 0.90
O -0.51 0.34 -0.56
C -1.24 -0.67 -0.53
O 0.20 -0.55 2.13
C -0.67 -1.34 1.80
O -1.04 -2.25 2.68
N -1.37 -1.46 0.60
C -2.16 -2.98 2.14
C -2.22 -2.65 0.68
H -3.05 -2.64 2.69
H -1.98 -4.03 2.35
H -3.22 -2.42 0.33
H -1.79 -3.44 0.05
C -2.00 -0.94 -1.72
C -2.19 0.34 -2.54
H -2.98 -1.33 -1.43
H -1.21 0.68 -2.90
H -2.61 1.15 -1.92
N 3.49 0.57 1.60
C 3.94 1.46 2.67
C 5.21 1.30 3.16
C 5.73 2.17 4.13
C 4.98 3.22 4.61
C 3.66 3.44 4.15
C 2.88 4.51 4.62
C 1.60 4.70 4.16
C 1.09 3.81 3.21
N 1.83 2.79 2.74
C 3.11 2.55 3.16
H 3.90 0.88 0.71
H 3.83 -0.39 1.67
H 5.85 0.49 2.79
H 6.75 2.03 4.50
H 5.39 3.90 5.35
H 3.31 5.19 5.35
H 1.00 5.53 4.51
H 0.06 3.95 2.83

These are the Mulliken partial charges, in e, on atoms 1 to 8: -0.98 0.98 0.55 0.42 0.69 -0.71 0.36 0.24


Entry 3:
The following is a quantum chemistry calculation of a 4-piece molecular cluster, C21H25BrO5 overall in a non-equilibrium geometry, from the Open Molecules 2025 dataset.

Highest occupied orbital energy   -8.92 eV
Spin multiplicity   1
Electronic energy   -102460.7622 eV
Orbital gap   7.9 eV

CARTESIAN COORDINATES (ANGSTROEM)
C -2.13 -1.94 -1.60
C -0.62 -1.93 -1.83
C -0.07 -3.13 -2.29
C 1.29 -3.20 -2.50
C 2.10 -2.11 -2.28
C 1.56 -0.93 -1.83
C 0.20 -0.82 -1.62
C -0.42 0.49 -1.15
C 0.17 1.06 0.13
C 0.15 0.50 1.34
Br -0.69 -1.19 1.64
C 0.76 1.21 2.54
O 1.33 0.63 3.43
C 0.59 2.72 2.50
C 0.41 3.49 3.63
C 0.23 4.85 3.45
C 0.22 5.43 2.21
C 0.45 4.67 1.07
C 0.62 3.32 1.25
C 0.83 2.43 0.03
O 1.48 2.77 -0.93
H -2.60 -2.78 -2.13
H -2.54 -1.01 -2.01
H -2.35 -1.96 -0.53
H -0.73 -3.97 -2.46
H 1.73 -4.13 -2.85
H 3.17 -2.25 -2.44
H 2.20 -0.07 -1.64
H -1.51 0.45 -1.04
H -0.22 1.23 -1.94
H 0.42 3.01 4.60
H 0.06 5.48 4.32
H 0.05 6.50 2.09
H 0.47 5.07 0.07
C -2.13 -5.09 2.21
O -0.76 -4.82 1.92
H -2.19 -6.09 2.65
H -2.52 -4.36 2.93
H -2.72 -5.06 1.29
H -0.72 -3.94 1.54
C -2.80 -5.72 -3.68
O -2.95 -5.01 -2.45
H -2.46 -5.02 -4.44
H -2.05 -6.51 -3.57
H -3.75 -6.16 -3.99
H -3.25 -5.64 -1.79
C 3.85 6.60 0.74
O 3.28 7.06 1.95
H 4.67 7.26 0.48
H 4.24 5.58 0.85
H 3.11 6.62 -0.07
H 2.55 6.46 2.17

These are the Mulliken partial charges, in e, on atoms 1 to 8: -1.26 0.93 -0.76 -0.58 -0.70 -0.56 0.73 -1.10


What did the third record say?
The following is a quantum chemistry calculation of a 4-piece molecular cluster, C21H25BrO5 overall in a non-equilibrium geometry, from the Open Molecules 2025 dataset.

Highest occupied orbital energy   -8.92 eV
Spin multiplicity   1
Electronic energy   -102460.7622 eV
Orbital gap   7.9 eV

CARTESIAN COORDINATES (ANGSTROEM)
C -2.13 -1.94 -1.60
C -0.62 -1.93 -1.83
C -0.07 -3.13 -2.29
C 1.29 -3.20 -2.50
C 2.10 -2.11 -2.28
C 1.56 -0.93 -1.83
C 0.20 -0.82 -1.62
C -0.42 0.49 -1.15
C 0.17 1.06 0.13
C 0.15 0.50 1.34
Br -0.69 -1.19 1.64
C 0.76 1.21 2.54
O 1.33 0.63 3.43
C 0.59 2.72 2.50
C 0.41 3.49 3.63
C 0.23 4.85 3.45
C 0.22 5.43 2.21
C 0.45 4.67 1.07
C 0.62 3.32 1.25
C 0.83 2.43 0.03
O 1.48 2.77 -0.93
H -2.60 -2.78 -2.13
H -2.54 -1.01 -2.01
H -2.35 -1.96 -0.53
H -0.73 -3.97 -2.46
H 1.73 -4.13 -2.85
H 3.17 -2.25 -2.44
H 2.20 -0.07 -1.64
H -1.51 0.45 -1.04
H -0.22 1.23 -1.94
H 0.42 3.01 4.60
H 0.06 5.48 4.32
H 0.05 6.50 2.09
H 0.47 5.07 0.07
C -2.13 -5.09 2.21
O -0.76 -4.82 1.92
H -2.19 -6.09 2.65
H -2.52 -4.36 2.93
H -2.72 -5.06 1.29
H -0.72 -3.94 1.54
C -2.80 -5.72 -3.68
O -2.95 -5.01 -2.45
H -2.46 -5.02 -4.44
H -2.05 -6.51 -3.57
H -3.75 -6.16 -3.99
H -3.25 -5.64 -1.79
C 3.85 6.60 0.74
O 3.28 7.06 1.95
H 4.67 7.26 0.48
H 4.24 5.58 0.85
H 3.11 6.62 -0.07
H 2.55 6.46 2.17

These are the Mulliken partial charges, in e, on atoms 1 to 8: -1.26 0.93 -0.76 -0.58 -0.70 -0.56 0.73 -1.10


Q: Number 3 is which compound?
A: C21H25BrO5


Q: Among the records above, which one has the highest highest occupied orbital energy?
A: C21H24O6RhSSbSe